{"formula": "C10H10ClN2OS", "method": "the ωB97M-V functional and the def2-TZVPD basis", "species": ["C", "C", "C", "C", "C", "C", "C", "C", "C", "C", "N", "N", "O", "S", "Cl", "H", "H", "H", "H", "H", "H", "H", "H", "H", "H"], "positions_angstrom": [[-0.280, -0.776, -2.323], [-1.041, 1.037, -0.912], [-1.470, -0.703, -2.967], [-2.186, 0.960, -1.668], [-0.107, 0.050, -1.183], [2.408, -0.177, -0.533], [1.112, 0.025, -0.257], [1.950, 2.912, 1.645], [2.179, 0.594, 1.692], [0.001, -0.842, 1.779], [-2.357, 0.193, -2.701], [0.853, 0.299, 1.110], [0.833, 3.145, 1.572], [3.519, 0.008, 0.757], [3.330, 3.820, 1.910], [0.413, -1.549, -2.608], [-0.935, 1.726, -0.132], [-1.835, -1.380, -3.803], [-3.002, 1.677, -1.537], [2.806, -0.308, -1.499], [2.385, 0.231, 2.696], [0.575, -1.663, 1.818], [-0.443, -0.547, 2.720], [-0.916, -0.996, 1.138], [0.290, 1.134, 1.067]], "forces_ev_per_a": [[1.11, -0.32, 1.92], [-0.16, -2.10, -0.73], [-0.51, -1.72, -2.78], [-1.07, 2.61, -0.01], [1.91, 0.12, -0.08], [-0.90, 0.37, -0.25], [0.00, -1.05, -3.37], [2.18, -3.85, 0.67], [0.40, 2.62, 1.54], [-3.06, 3.48, -1.45], [-2.16, 0.27, 0.22], [0.04, -1.40, 1.63], [-2.58, 0.88, -0.46], [-0.10, -0.17, -0.27], [0.27, 0.09, -0.12], [0.34, -0.07, 0.19], [-0.06, 1.05, 0.96], [1.28, 0.59, 0.99], [0.27, -0.05, 0.34], [0.12, -0.39, -1.07], [-0.98, 0.58, 0.35], [2.12, -2.95, 0.21], [0.67, 0.37, 0.39], [1.31, 0.09, 0.26], [-0.41, 0.96, 0.91]], "total_charge": 1, "relative_energy_kj_mol": 227.08, "fmax_ev_per_a": 4.9, "multiplicity": 1, "orbital_gap_ev": 7.8}